# C15H24N4O2S

C15H24N4O2S in the gas phase in a non-equilibrium geometry (the ωB97M-V functional and the def2-TZVPD basis, OMol25).

The frontier orbital gap is 9.182 eV. The calculation puts the HOMO energy at -8.7 eV.

```
! RIJCOSX wB97M-V def2-TZVPD def2/J DEFGRID3
* xyz 0 1
C 5.551 2.687 -0.554
C 4.392 1.892 -0.093
N 3.385 2.376 0.537
N 2.454 1.484 0.860
C 2.745 0.288 0.473
N 1.945 -0.795 0.688
C 2.237 -2.030 0.190
O 3.249 -2.255 -0.439
C 1.180 -3.076 0.488
C -0.068 -2.877 -0.380
C -0.957 -1.744 0.120
O -0.725 -1.118 1.142
N -2.024 -1.502 -0.654
C -2.978 -0.435 -0.380
C -4.374 -1.060 -0.278
C -5.545 -0.081 -0.269
C -5.625 0.861 0.931
C -4.511 1.906 1.072
C -4.104 2.607 -0.231
C -2.814 2.084 -0.867
C -2.854 0.668 -1.444
S 4.274 0.153 -0.372
H 5.399 3.729 -0.285
H 6.466 2.322 -0.090
H 5.662 2.601 -1.634
H 1.047 -0.645 1.156
H 0.898 -3.017 1.540
H 1.616 -4.053 0.282
H 0.222 -2.677 -1.414
H -0.661 -3.795 -0.371
H -2.166 -2.044 -1.492
H -2.668 -0.040 0.588
H -4.411 -1.674 0.625
H -4.508 -1.727 -1.136
H -5.543 0.503 -1.189
H -6.463 -0.676 -0.278
H -6.578 1.390 0.853
H -5.658 0.268 1.848
H -3.630 1.462 1.532
H -4.877 2.658 1.776
H -4.922 2.562 -0.952
H -3.936 3.665 -0.015
H -2.012 2.135 -0.128
H -2.547 2.763 -1.681
H -3.655 0.581 -2.180
H -1.912 0.513 -1.977
*
```

Löwdin atomic charge list, values in e, 6 entries: -0.09 -0.65 -0.02 0.00 -0.58 0.12